Density functional theory data (the ωB97M-V functional and the def2-TZVPD basis) for 2 unconnected molecules or ions with the total composition C2H2O4S at a distorted geometry.

Computed properties:
calculated total energy: -21129.2895 eV
ΔE to the lowest compared entry with this formula, charge and spin: 89.76 kJ/mol
spin multiplicity: 1
HOMO energy: -10.2 eV
orbital gap: 8.35 eV

Last columns: bonded neighbours and bond lengths (Å).
Positions of all 9 atoms, in Å:
1 C -0.98962 -0.50120 0.44850  C2 1.533, O3 1.241, H8 1.110
2 C -0.94792 0.78779 -0.38099  C1 1.533, O5 1.197, H9 1.227
3 O -0.66019 -1.60529 -0.01169  C1 1.241
4 O 2.21146 -0.36354 1.13555  S7 1.451
5 O -1.12330 1.86525 0.10918  C2 1.197
6 O 1.32339 0.23677 -1.00957  S7 1.440
7 S 2.01326 -0.76886 -0.24391  O4 1.451, O6 1.440
8 H -1.03822 -0.35205 1.54732  C1 1.110
9 H -0.78886 0.70112 -1.59438  C2 1.227